ORCA calculation (ωB97M-V/def2-TZVPD) on a molecular structure, C20H21BBrN7O7PdS2.

Atoms and positions in Å:
Pd1 -0.11 -0.05 -0.05
C1 -3.08 -1.85 -2.58
N1 -3.43 -1.40 -1.24
C2 -4.60 -0.80 -0.85
C3 -4.49 -0.55 0.47
N2 -3.26 -0.99 0.90
B1 -2.76 -1.02 2.39
N3 -2.23 0.42 2.74
C4 -3.02 1.44 3.22
C5 -2.23 2.51 3.49
N4 -0.94 2.14 3.18
C6 0.22 2.99 3.25
C7 -0.96 0.87 2.70
S1 0.46 0.00 2.26
C8 -2.62 -1.50 -0.16
S2 -1.05 -2.20 -0.21
H1 -3.85 -1.52 -3.27
H2 -3.00 -2.93 -2.61
H3 -2.12 -1.43 -2.86
H4 -5.40 -0.58 -1.54
H5 -5.20 -0.10 1.14
H6 -1.86 -1.80 2.48
H7 -3.69 -1.25 3.10
H8 -4.08 1.32 3.33
H9 -2.47 3.48 3.89
H10 0.04 3.80 3.95
H11 0.43 3.40 2.26
H12 1.08 2.40 3.57
O1 -0.14 0.10 -2.59
H13 0.64 0.66 -2.69
H14 -0.88 0.71 -2.43
Br1 2.29 -2.31 -1.52
C9 3.08 -0.75 -0.77
C10 4.40 -0.79 -0.37
C11 4.96 0.38 0.12
C12 4.18 1.52 0.20
C13 2.86 1.45 -0.21
N5 2.31 0.33 -0.69
H15 4.97 -1.70 -0.46
H16 5.99 0.40 0.44
H17 4.58 2.45 0.58
H18 2.21 2.31 -0.17
O2 -0.15 2.49 -0.06
C14 -1.32 2.48 -0.49
O3 -1.88 1.48 -1.02
C15 -2.18 3.73 -0.40
C16 -1.71 5.01 -0.63
C17 -2.61 6.07 -0.61
C18 -3.95 5.89 -0.32
C19 -4.39 4.61 -0.05
C20 -3.53 3.52 -0.12
N6 -5.79 4.38 0.30
O4 -6.56 5.31 0.17
O5 -6.10 3.28 0.70
N7 -2.13 7.41 -0.93
O6 -0.98 7.53 -1.29
O7 -2.91 8.34 -0.79
H19 -0.67 5.20 -0.83
H20 -4.63 6.73 -0.31
H21 -3.90 2.52 0.02

- Spin multiplicity: 3
- Energy relative to the best compared isomer or geometry (same formula, charge and spin): 66.81 kJ/mol
- Largest force on an atom: 0.872 eV/A
- Gap between HOMO and LUMO (spin up / spin down): 6.47 / 6.59 eV
- ⟨S²⟩: 2.0102
- LUMO (spin up / spin down): -1.0 / -1.7 eV
- HOMO energy (spin up / spin down): -7.461 / -8.300 eV
- Total energy: -5207.767955 Eh

ORCA calculation (ωB97M-V/def2-TZVPD) on a molecular structure, C20H21Br2Cl3N3O6TeTi.

Atoms and positions in Å:
Ti1 -0.26 -0.74 -0.20
O1 -1.02 -2.60 -1.19
C1 -0.98 -3.66 -0.22
C2 -1.67 -3.21 1.07
N1 -1.23 -1.87 1.55
C3 -2.40 -1.08 1.96
C4 -3.16 -0.72 0.69
O2 -4.36 -0.55 0.70
O3 -2.39 -0.67 -0.36
C5 -0.18 -1.95 2.57
C6 1.10 -2.34 1.85
O4 1.95 -3.02 2.36
O5 1.12 -1.87 0.63
H1 -1.93 -2.26 -1.24
H2 0.07 -3.90 -0.07
H3 -1.50 -4.54 -0.61
H4 -1.50 -3.96 1.85
H5 -2.74 -3.17 0.90
H6 -2.05 -0.17 2.45
H7 -3.05 -1.63 2.65
H8 -0.42 -2.66 3.37
H9 -0.03 -0.95 2.99
C7 -0.73 -0.05 -3.77
C8 -0.99 1.12 -2.87
C9 -1.40 2.35 -3.44
C10 -1.67 3.43 -2.66
C11 -1.52 3.32 -1.26
C12 -1.75 4.34 -0.31
Br1 -2.35 6.04 -0.88
C13 -1.56 4.13 1.02
C14 -1.10 2.87 1.48
Br2 -0.85 2.60 3.32
C15 -0.82 1.87 0.59
O6 -0.33 0.67 0.92
C16 -1.07 2.08 -0.78
N2 -0.84 1.00 -1.58
H10 -1.42 -0.05 -4.61
H11 -0.80 -0.99 -3.24
H12 0.28 0.01 -4.18
H13 -1.49 2.41 -4.52
H14 -1.98 4.37 -3.09
H15 -1.75 4.91 1.74
C17 4.14 -0.62 3.59
Te1 2.94 0.89 2.67
C18 3.63 0.47 0.71
H16 3.90 -1.58 3.14
H17 3.92 -0.65 4.65
H18 5.20 -0.39 3.45
H19 4.70 0.65 0.67
H20 3.11 1.14 0.03
H21 3.40 -0.57 0.48
Cl1 4.55 -1.16 -2.95
C19 3.12 -0.19 -3.05
Cl2 3.09 1.08 -4.20
Cl3 1.78 3.03 -1.03
C20 2.12 -0.40 -2.22
N3 1.19 -0.60 -1.50

- Energy relative to the best compared isomer or geometry (same formula, charge and spin): 59.02 kJ/mol
- Largest force on an atom: 0.653 eV/A
- Gap between HOMO and LUMO: 6.30 eV
- LUMO: 1.6 eV
- HOMO energy: -4.689 eV
- Total charge: -1
- Total energy: -9036.778730 Eh

ORCA calculation (ωB97M-V/def2-TZVPD) on a single C20H21Cl2F14IO7S2 molecule at a distorted geometry.

Atoms and positions in Å:
C1 1.88 -0.21 2.59
C2 1.47 1.25 2.41
F1 2.61 2.01 2.17
C3 0.47 1.57 1.27
C4 1.18 1.51 -0.10
C5 1.70 0.15 -0.56
C6 2.21 0.16 -1.99
F2 2.21 -1.11 -2.46
F3 1.39 0.87 -2.80
C7 3.64 0.74 -2.22
F4 3.51 2.09 -2.28
F5 4.10 0.30 -3.39
C8 4.76 0.53 -1.14
F6 5.85 1.08 -1.68
F7 4.39 1.26 -0.07
C9 5.20 -0.89 -0.55
F8 6.54 -0.90 -0.52
F9 4.74 -0.96 0.71
C10 4.75 -2.20 -1.27
F10 3.48 -2.46 -0.92
F11 4.81 -2.03 -2.60
C11 5.61 -3.45 -0.90
F12 4.96 -4.53 -1.31
F13 5.80 -3.52 0.41
F14 6.79 -3.41 -1.51
O1 0.20 3.01 1.36
S1 -0.86 3.54 2.49
O2 -0.62 4.95 2.61
O3 -2.21 3.41 1.53
C12 -2.20 2.68 0.31
C13 -3.50 3.10 -0.41
C14 -3.23 4.27 -1.33
O4 -2.80 5.30 -1.02
Cl1 -3.62 3.94 -3.03
C15 -2.08 1.15 0.54
I1 -1.88 0.30 -1.47
C16 -3.38 0.56 1.12
C17 -3.45 -0.98 1.26
C18 -4.46 -1.65 0.31
C19 -3.88 -2.83 -0.48
S2 -4.88 -4.31 -0.43
O5 -4.11 -5.39 -0.95
O6 -5.54 -4.38 0.83
O7 -6.05 -3.96 -1.47
C20 -0.81 0.70 1.35
Cl2 -1.23 0.37 3.08
H1 2.94 -0.31 2.33
H2 1.30 -0.91 1.97
H3 1.76 -0.52 3.63
H4 1.05 1.63 3.35
H5 2.01 2.21 -0.01
H6 0.51 1.94 -0.85
H7 2.52 -0.17 0.09
H8 0.95 -0.64 -0.52
H9 -1.35 3.00 -0.30
H10 -4.22 3.44 0.34
H11 -3.95 2.29 -0.98
H12 -3.54 1.04 2.09
H13 -4.20 0.89 0.48
H14 -2.46 -1.43 1.14
H15 -3.74 -1.20 2.29
H16 -4.84 -0.92 -0.41
H17 -5.32 -2.01 0.89
H18 -3.74 -2.59 -1.54
H19 -2.91 -3.17 -0.10
H20 -5.68 -3.92 -2.36
H21 -0.54 -0.29 0.98

- Largest force on an atom: 1.744 eV/A
- Gap between HOMO and LUMO: 9.83 eV
- LUMO: -0.6 eV
- HOMO energy: -10.455 eV
- Total energy: -4713.962178 Eh